Record 1
Density functional theory data (wB97M-V/def2-TZVPD) for C18H22N2O4S in the gas phase.

**HOMO**: -0.29703 Ha
**E_tot**: -1507.79946 a.u.
**Kohn-Sham gap**: 0.32045 Eh
**Molecular weight**: 362.5 g/mol

Each line ends with the Löwdin charge.
Positions of all 47 atoms, in Å:
1 C -1.9965 -3.8211 0.1678  -0.054
2 C -1.9928 -2.4157 0.7481  -0.204
3 H -1.3661 -2.3582 1.6401  0.126
4 H -3.0122 -2.0960 0.9848  0.122
5 O -1.4212 -1.4709 -0.1657  -0.040
6 C -2.2140 -1.0095 -1.1378  -0.483
7 O -3.3466 -1.3645 -1.3142  0.111
8 C -1.4791 0.0057 -2.0185  -0.040
9 N -0.8864 1.0995 -1.2912  -0.033
10 C 0.3849 1.1261 -0.7668  -0.495
11 O 0.8454 2.1467 -0.2944  0.060
12 N 1.0592 -0.0666 -0.8555  0.154
13 C 2.3844 -0.3195 -0.4898  -0.215
14 C 3.3154 0.7010 -0.3306  0.048
15 C 4.6267 0.3926 0.0073  -0.269
16 C 5.0088 -0.9399 0.1716  -0.021
17 C 4.0800 -1.9453 0.0026  -0.087
18 C 2.7698 -1.6466 -0.3257  -0.044
19 H 2.0451 -2.4380 -0.4552  0.104
20 H 4.3773 -2.9755 0.1298  0.104
21 H 6.0322 -1.1569 0.4308  0.113
22 O 5.6053 1.3186 0.1944  -0.080
23 C 5.2744 2.6808 0.0596  -0.084
24 H 4.4929 2.9764 0.7658  0.098
25 H 4.9480 2.9152 -0.9584  0.097
26 H 6.1894 3.2285 0.2804  0.092
27 H 2.9901 1.7179 -0.4573  0.092
28 H 0.4938 -0.8992 -0.9325  0.109
29 C -1.7950 2.1858 -0.9547  -0.142
30 C -2.9111 1.6871 -0.0986  -0.480
31 C -2.8279 1.1901 1.1726  -0.323
32 C -4.0838 0.7249 1.6406  -0.149
33 C -5.0813 0.8765 0.7349  -0.397
34 S -4.5260 1.5903 -0.7219  1.050
35 H -6.1158 0.6141 0.8312  0.062
36 H -4.2276 0.2992 2.6185  0.110
37 C -1.5715 1.1358 1.9775  -0.014
38 H -0.9278 1.9831 1.7522  0.081
39 H -1.8049 1.1365 3.0397  0.084
40 H -1.0094 0.2292 1.7502  0.074
41 H -1.1964 2.9360 -0.4300  0.127
42 H -2.1944 2.6278 -1.8734  0.123
43 H -2.2179 0.4145 -2.7155  0.139
44 H -0.7153 -0.5194 -2.6005  0.143
45 H -2.3860 -4.5150 0.9067  0.081
46 H -2.6288 -3.8581 -0.7159  0.077
47 H -0.9875 -4.1240 -0.1030  0.076

---

Record 2
Density functional theory data (wB97M-V/def2-TZVPD) for a molecular structure, C26H39MnN6OSSi at a distorted geometry.

**Multiplicity**: 6
**HOMO (alpha / beta)**: -0.35390 / -0.35811 Ha
**Charge**: +1
**E_tot**: -3256.59043 a.u.
**Kohn-Sham gap (alpha / beta)**: 0.28272 / 0.28208 Eh
**Molecular weight**: 566.7 g/mol

Each line ends with the Löwdin charge.
Positions of all 75 atoms, in Å:
1 Mn 0.7282 -0.0288 -0.2868  0.761
2 C -1.1417 3.7780 0.2097  -0.022
3 C -1.8079 2.5109 -0.2381  -0.354
4 C -2.9829 2.5677 -0.9720  -0.055
5 C -3.6072 1.3773 -1.3364  -0.062
6 C -3.0652 0.1832 -0.9370  -0.034
7 C -1.8555 0.1786 -0.2052  -0.478
8 N -1.2428 1.3571 0.1203  0.065
9 N -1.1927 -0.9095 0.2099  -0.131
10 Si -1.8862 -2.4805 0.4284  0.451
11 C -2.7684 -3.2382 -1.1015  -0.172
12 C -0.3933 -3.5626 0.9171  -0.164
13 C -3.1204 -2.3545 1.8850  -0.161
14 H -0.7952 4.3548 -0.6474  0.078
15 H -0.2931 3.5547 0.8498  0.068
16 H -1.8518 4.3885 0.7664  0.088
17 H -3.4169 3.5186 -1.2322  0.109
18 H -4.5153 1.3878 -1.9187  0.111
19 H -3.5191 -0.7589 -1.1844  0.081
20 H -2.5181 -2.7086 -2.0178  0.007
21 H -3.8501 -3.2253 -0.9967  0.025
22 H -2.4715 -4.2742 -1.2332  0.023
23 H -0.0242 -4.1357 0.0719  0.011
24 H -0.6598 -4.2656 1.6991  0.027
25 H 0.4218 -2.9404 1.2818  -0.021
26 H -3.8829 -1.6019 1.7034  0.024
27 H -2.6087 -2.1004 2.8087  0.003
28 H -3.6228 -3.3024 2.0391  0.024
29 O 3.2186 -0.0974 -0.7489  -0.167
30 C 3.9041 0.9541 -1.4015  -0.231
31 C 3.8451 2.2702 -0.6268  -0.146
32 C 2.3973 2.7121 -0.3631  -0.143
33 C 1.5671 2.7825 -1.6122  -0.299
34 C 1.6082 3.8877 -2.4544  -0.004
35 C 0.8141 3.8993 -3.5875  -0.033
36 C -0.0074 2.8102 -3.8388  -0.031
37 C -0.0107 1.7658 -2.9333  -0.113
38 N 0.7670 1.7385 -1.8531  0.064
39 H 3.6648 -0.2638 0.0929  0.043
40 H 3.4134 1.0653 -2.3705  0.123
41 H 4.9495 0.6654 -1.5628  0.130
42 H 4.3796 3.0265 -1.2013  0.122
43 H 4.3523 2.1575 0.3352  0.122
44 H 2.4068 3.6881 0.1237  0.127
45 H 1.9190 1.9768 0.3193  0.070
46 H 2.2464 4.7253 -2.2179  0.125
47 H 0.8192 4.7491 -4.2524  0.117
48 H -0.6368 2.7726 -4.7135  0.113
49 H -0.6989 0.9403 -3.0547  0.101
50 C 1.3846 -4.0312 -3.3102  -0.041
51 C 0.4605 -3.0661 -3.6734  -0.039
52 C 0.2835 -1.9697 -2.8478  -0.128
53 N 0.9718 -1.7792 -1.7243  0.004
54 C 1.8542 -2.7161 -1.3768  -0.149
55 C 2.0820 -3.8584 -2.1260  -0.036
56 H 1.5585 -4.8925 -3.9350  0.115
57 H -0.1186 -3.1630 -4.5779  0.113
58 H -0.4451 -1.2112 -3.1068  0.098
59 H 2.4077 -2.5423 -0.4620  0.096
60 H 2.7982 -4.5920 -1.7927  0.115
61 S 2.0172 -0.5929 2.0017  0.701
62 C 0.8691 -0.4316 3.2300  -0.800
63 N -0.1541 0.4019 3.0780  0.037
64 C -1.0735 0.7405 4.1443  -0.158
65 C -0.4225 0.4495 5.4932  -0.148
66 C 0.1148 -0.9773 5.4730  -0.159
67 N 1.0542 -1.0829 4.3777  0.021
68 H -0.3525 0.7245 2.1256  0.082
69 H -1.9988 0.1664 4.0355  0.120
70 H -1.3193 1.8012 4.0559  0.128
71 H -1.1424 0.5721 6.2980  0.122
72 H 0.4070 1.1351 5.6651  0.125
73 H -0.7113 -1.6833 5.3327  0.127
74 H 0.6252 -1.2299 6.4022  0.129
75 H 1.8713 -1.6660 4.4581  0.133

---

Record 3
Density functional theory data (wB97M-V/def2-TZVPD) for a molecular structure, C23H22BrLuN4Sb at a distorted geometry.

**HOMO**: -0.64348 Ha
**Charge**: +3
**E_tot**: -5157.61097 a.u.
**Kohn-Sham gap**: 0.29832 Eh
**Molecular weight**: 731.1 g/mol

Each line ends with the Löwdin charge.
Positions of all 52 atoms, in Å:
1 Lu 0.1266 0.0185 0.2721  1.869
2 C 3.3113 -0.0694 0.8430  -0.035
3 C 3.2422 -0.0340 -0.6570  -0.318
4 C 4.3950 0.0004 -1.4264  0.029
5 C 4.2902 0.0143 -2.8079  0.024
6 C 3.0205 0.0062 -3.3689  -0.084
7 C 1.9052 -0.0008 -2.5447  -0.417
8 N 2.0031 -0.0186 -1.2005  -0.097
9 Sb -0.0509 0.0069 -3.6005  1.605
10 C -0.9320 -1.6311 -2.3709  -0.413
11 C -1.5602 -2.6120 -3.1229  -0.090
12 C -2.1773 -3.6791 -2.4851  0.023
13 C -2.1261 -3.7332 -1.1020  0.027
14 C -1.4738 -2.7282 -0.4007  -0.310
15 C -1.4210 -2.7586 1.1007  -0.024
16 N -0.8886 -1.6747 -1.0211  -0.101
17 C -0.9405 1.6431 -2.3704  -0.412
18 C -1.5538 2.6336 -3.1233  -0.090
19 C -2.1668 3.7014 -2.4828  0.023
20 C -2.1357 3.7432 -1.0968  0.030
21 C -1.5026 2.7259 -0.3970  -0.311
22 C -1.4485 2.7257 1.1053  -0.029
23 N -0.9112 1.6768 -1.0216  -0.106
24 H 4.3100 -0.3758 1.1550  0.111
25 H 2.5968 -0.8066 1.2673  0.071
26 H 3.1458 0.9407 1.2438  0.099
27 H 5.3607 0.0138 -0.9470  0.139
28 H 5.1729 0.0252 -3.4300  0.141
29 H 2.8926 0.0083 -4.4423  0.106
30 H -1.5663 -2.5409 -4.2025  0.104
31 H -2.6830 -4.4478 -3.0505  0.141
32 H -2.5890 -4.5489 -0.5694  0.139
33 H -1.5221 -3.7851 1.4544  0.111
34 H -2.2708 -2.2060 1.5163  0.092
35 H -0.4571 -2.3713 1.4930  0.063
36 H -1.5481 2.5694 -4.2050  0.105
37 H -2.6541 4.4811 -3.0500  0.141
38 H -2.5972 4.5618 -0.5672  0.138
39 H -1.7636 3.6948 1.4917  0.108
40 H -0.4172 2.5566 1.4710  0.074
41 H -2.1480 1.9843 1.5157  0.087
42 Br -0.5884 -0.0832 7.4297  0.925
43 C -0.3708 0.0077 5.5709  -0.635
44 C -1.4515 -0.1819 4.6976  -0.060
45 C -1.2461 -0.1191 3.3408  -0.157
46 N -0.0350 0.0959 2.7543  -0.113
47 C 0.9928 0.3025 3.6171  -0.121
48 C 0.8744 0.2712 4.9861  -0.057
49 H -2.4394 -0.3779 5.0856  0.127
50 H -2.0969 -0.2541 2.6734  0.104
51 H 1.9665 0.5009 3.1844  0.095
52 H 1.7415 0.4504 5.6009  0.127

---

Record 4
Density functional theory data (wB97M-V/def2-TZVPD) for a molecular structure, C20H36AuN4P2S.

**Multiplicity**: 3
**HOMO (alpha / beta)**: -0.37998 / -0.37998 Ha
**Charge**: +1
**E_tot**: -2219.08813 a.u.
**Kohn-Sham gap (alpha / beta)**: 0.26729 / 0.19707 Eh
**Molecular weight**: 623.5 g/mol

Each line ends with the Löwdin charge.
Positions of all 64 atoms, in Å:
1 Au -1.2112 1.4798 -0.4459  0.515
2 C -0.5100 1.5097 3.0759  -0.241
3 P 0.1627 1.1606 1.4195  0.870
4 C 0.3005 -0.6816 1.4979  -0.383
5 N 0.9837 -1.1745 2.5013  0.141
6 C 1.0733 -2.5193 2.6224  -0.197
7 C 1.8195 -3.0834 3.6847  -0.005
8 C 1.8928 -4.4385 3.8065  -0.054
9 C 1.2267 -5.2883 2.8865  -0.054
10 C 0.4987 -4.7699 1.8581  -0.004
11 C 0.4123 -3.3653 1.7048  -0.197
12 N -0.3082 -2.8424 0.6854  0.136
13 C -0.3561 -1.5390 0.5563  -0.379
14 P -1.3815 -0.8823 -0.8383  0.895
15 C -2.9041 -1.8581 -0.6132  -0.241
16 C -0.5865 -1.5407 -2.3882  -0.723
17 C 0.8149 -0.9329 -2.4718  -0.103
18 C -1.4372 -1.0256 -3.5547  -0.102
19 C -0.5068 -3.0648 -2.4544  -0.085
20 C 1.9077 1.8041 1.4264  -0.717
21 C 2.6660 1.0849 0.3099  -0.120
22 C 1.8059 3.2990 1.1033  -0.132
23 C 2.6257 1.6191 2.7632  -0.085
24 H 0.0655 1.0009 3.8477  0.044
25 H -1.5430 1.1643 3.1029  0.044
26 H -0.5014 2.5854 3.2526  0.046
27 H 2.3156 -2.4171 4.3776  0.118
28 H 2.4624 -4.8777 4.6144  0.112
29 H 1.3003 -6.3605 3.0091  0.112
30 H -0.0187 -5.3990 1.1463  0.118
31 H -2.6678 -2.9138 -0.4896  0.040
32 H -3.5579 -1.7172 -1.4735  0.043
33 H -3.4202 -1.4972 0.2758  0.046
34 H 0.7766 0.1588 -2.4224  0.045
35 H 1.2816 -1.2130 -3.4188  0.094
36 H 1.4578 -1.2909 -1.6649  0.079
37 H -1.5262 0.0627 -3.5335  0.051
38 H -2.4432 -1.4488 -3.5407  0.077
39 H -0.9715 -1.3149 -4.4990  0.094
40 H 0.0950 -3.4766 -1.6474  0.066
41 H -0.0518 -3.3512 -3.4059  0.092
42 H -1.4954 -3.5233 -2.4125  0.079
43 H 2.1145 1.1196 -0.6341  0.030
44 H 2.8487 0.0382 0.5592  0.082
45 H 3.6350 1.5667 0.1569  0.081
46 H 1.3383 3.4587 0.1285  0.016
47 H 2.8067 3.7373 1.0930  0.088
48 H 1.2171 3.8386 1.8485  0.079
49 H 2.6707 0.5717 3.0538  0.064
50 H 2.1410 2.1831 3.5609  0.079
51 H 3.6467 1.9971 2.6688  0.093
52 N -0.6785 2.8536 -2.4068  -0.054
53 C -1.6559 3.9457 -2.4968  -0.257
54 C -3.0433 3.4469 -2.1361  -0.261
55 N -3.0545 2.9383 -0.7551  -0.074
56 H 0.2676 3.2188 -2.3578  -0.035
57 H -0.7167 2.2736 -3.2376  0.070
58 H -1.6853 4.3972 -3.4914  0.119
59 H -1.3552 4.7251 -1.7930  0.119
60 H -3.3169 2.6196 -2.7944  0.114
61 H -3.7712 4.2480 -2.2849  0.118
62 H -3.9271 2.4648 -0.5563  0.084
63 H -2.9813 3.7071 -0.0981  0.085
64 S 2.9533 3.5289 -2.2812  0.222

---

Record 5
Density functional theory data (wB97M-V/def2-TZVPD) for C2F2I2 in the gas phase at a distorted geometry.

**HOMO**: -0.31337 Ha
**E_tot**: -871.08187 a.u.
**Kohn-Sham gap**: 0.26322 Eh
**Molecular weight**: 315.8 g/mol

Each line ends with the Löwdin charge.
Positions of all 6 atoms, in Å:
1 C -0.2354 1.3835 0.5122  -0.696
2 C 0.3341 -1.2739 -0.5348  -0.580
3 F -0.4519 2.3105 -0.3761  -0.128
4 F 0.3052 -2.4792 0.0445  -0.141
5 I -1.8725 -0.2784 0.1641  0.759
6 I 1.9204 0.3375 0.1901  0.786

---

Record 6
Density functional theory data (wB97M-V/def2-TZVPD) for 2 unconnected molecules or ions with the total composition Br2HOP at a distorted geometry.

**HOMO**: -0.39224 Ha
**E_tot**: -5565.24847 a.u.
**Kohn-Sham gap**: 0.33991 Eh
**Molecular weight**: 207.8 g/mol

Each line ends with the Löwdin charge.
Positions of all 5 atoms, in Å:
1 O -1.3082 -1.5704 0.7616  -0.583
2 P -2.0109 -0.7136 -0.1961  0.496
3 Br 2.0378 0.4942 -0.5998  0.277
4 Br -2.1575 1.2786 0.9436  0.088
5 H 3.4389 0.5113 -0.9093  -0.277

---

Which formula does entry 3 have? C23H22BrLuN4Sb

---

The lowest E_tot belongs to which entry? Br2HOP